No. 1
Entry from the OMol25 dataset: a cluster of 7 separate species, C58H123F3N5O5S in total in a non-equilibrium geometry (ωB97M-V/def2-TZVPD).

Results
E: -98796.8973 eV
HOMO-LUMO gap: 0.3237 Eh

```
! RIJCOSX wB97M-V def2-TZVPD def2/J DEFGRID3
* xyz 3 1
S 3.4213 3.5778 -0.7228
F 5.6148 4.8812 -1.3183
F 5.2541 3.0981 -2.5191
F 4.1093 4.8877 -2.8823
O 4.1889 2.9270 0.3280
O 2.5635 2.6897 -1.4825
O 2.7609 4.7704 -0.2212
O -1.5653 -0.7098 0.3845
O -0.4703 -0.9581 -1.5528
N 2.4983 5.3699 3.6201
N 3.2159 -0.4855 -4.1881
N -4.2367 -0.3444 3.6856
N 1.8630 -1.6848 2.1206
N -2.6228 -2.1780 -4.9981
C 2.7396 -1.2815 -5.3777
C 1.4419 5.7574 2.6106
C 2.6399 -2.0908 3.3522
C -3.3276 -1.8702 5.5153
C 4.2467 -3.3974 -1.8599
C 3.8073 6.1377 3.4098
C -3.8812 0.1427 2.3149
C -1.7236 -3.7835 4.9845
C 3.1875 0.1225 1.1707
C 4.0724 -1.3249 -3.2653
C 2.1023 5.5686 5.0643
C 4.9157 5.0838 3.4532
C 1.4494 -4.0496 1.2718
C -0.8226 5.0396 1.6613
C -7.5165 -2.2335 2.9085
C 0.8438 -2.6877 1.6400
C -1.1388 -1.9326 -4.7651
C 1.6793 1.3931 -4.2228
C 3.8001 -2.0694 -6.1195
C 4.6842 4.1657 -1.9245
C -4.7157 2.0098 3.5955
C -3.1041 -1.3957 -6.1855
C -2.0600 -2.6232 5.9213
C -4.5043 -1.7714 -6.6701
C 2.2959 0.6838 2.2616
C -3.2316 -1.3882 4.0828
C 2.7093 -2.7197 5.7598
C -2.6638 -3.6716 -5.2271
C -6.0124 -1.9497 2.7652
C 3.2960 -2.5689 -7.4553
C -0.7722 1.2393 -0.7825
C 1.8104 -2.2917 4.5986
C 0.1596 4.9547 2.8166
C -4.1822 0.8975 4.5059
C 1.3393 6.8468 5.3495
C 3.0077 1.8556 -4.8601
C 3.4043 -2.6033 -2.8474
C -4.6872 1.0911 -1.5926
C 4.3515 -3.3498 -8.1977
C 1.1677 -0.3553 2.3320
C 0.9079 6.9250 6.8294
C 4.2674 3.8130 3.9980
C 2.8621 -1.3673 1.0358
C -3.5052 -0.4479 -3.3163
C 0.3730 -4.9896 0.7924
C 2.8922 3.9538 3.3598
C -1.6614 -4.2655 -4.2160
C -5.6411 -0.9106 3.7923
C -4.5765 1.4674 2.1449
C -0.9612 -0.2696 -0.6221
C -4.4703 -2.2818 -8.1180
C -2.0796 4.2331 1.9711
C 4.0060 0.7223 -4.6535
C -3.4389 -1.8842 -3.7742
C -0.2346 -4.5431 -0.5510
C -0.6847 -3.1087 -3.9407
C 2.0155 0.1074 -3.4923
C -4.2221 -0.3118 -1.9798
H -5.9202 -1.5772 1.7427
H 4.7080 0.9870 -3.8652
H 5.8212 5.4043 3.9717
H -2.1352 -4.6954 -3.3394
H 2.1712 -3.9077 0.4641
H 2.4363 -0.4948 -6.0739
H 2.8942 2.0723 -5.9219
H 3.0715 -3.0431 3.0506
H 3.6898 -2.0705 1.0042
H 0.0689 -2.7538 2.3955
H -3.6734 -4.0073 -5.0240
H 2.3432 -3.0788 -7.2770
H 2.2676 3.2384 3.8930
H -4.0272 0.1849 -4.0468
H -5.4684 -2.3885 -8.5397
H 3.8175 -4.3901 -1.6914
H -6.3098 -0.0528 3.7085
H -5.4351 -2.8701 2.8474
H -1.0728 -3.4302 4.1772
H -0.9781 -0.9566 -4.3169
H 0.1423 1.5210 -1.3004
H 2.2497 0.2451 -2.4347
H 1.8853 5.5409 1.6377
H -3.3062 -2.1696 3.3308
H 4.2083 -0.6536 -2.4141
H 0.6308 -0.3877 3.2738
H -3.8512 -3.1684 -8.2150
H 0.5559 7.9426 6.9976
H -2.5316 0.0585 -3.2842
H -3.2029 -2.5681 -2.9596
H 1.1395 -3.1430 4.4558
H -0.7453 -1.9396 -5.7842
H -5.7520 2.2501 3.8194
H -1.2240 -1.9183 5.9304
H -2.3242 -1.5556 -6.9286
H -3.0457 -0.3561 -5.8753
H 1.7618 6.8195 7.4963
H -2.2503 -3.8305 -6.2192
H -0.8260 -5.3675 -0.9570
H 5.2130 -3.6819 -2.2857
H 4.1083 -3.5755 -9.2336
H 0.9375 1.1589 -4.9885
H 0.4238 3.9206 3.0665
H -4.0638 -1.4945 -8.7660
H -0.9465 -3.7277 -0.4125
H 0.0999 6.2223 7.0179
H -5.1353 1.0376 -0.6021
H -1.0688 6.0844 1.4652
H 0.7944 -5.9923 0.6829
H 3.0166 5.4955 5.6412
H -4.1074 2.1770 1.4688
H -1.2451 -4.6482 5.4400
H 4.5885 -1.3328 -6.3572
H 5.3110 -2.8232 -8.2243
H -4.7882 0.8146 5.4052
H 5.0179 -1.4226 -3.7960
H -1.6201 1.6134 -1.3618
H 0.4567 -0.1557 1.5298
H 1.2694 6.8225 2.7496
H -0.3261 5.2560 3.7531
H -3.8582 1.7978 -1.5271
H -5.5968 1.4109 1.7533
H -3.6402 -0.7439 -1.1602
H 4.4263 -2.7201 -5.5034
H -0.4544 -5.1590 1.4888
H 0.5787 -2.2382 0.6823
H 2.7528 0.6967 3.2534
H -3.1589 1.1102 4.8145
H 4.6148 -4.2861 -7.6960
H 0.5643 -4.2932 -1.2506
H -2.2347 -2.9891 6.9324
H -4.1627 -2.5660 5.6235
H -8.0858 -1.3100 2.8221
H -2.8028 0.3071 2.3317
H 3.2925 -1.8994 6.1819
H -0.3567 4.6420 0.7568
H 1.9866 1.6894 1.9901
H -4.0476 -0.6459 1.5888
H 1.3095 2.1268 -3.5141
H -4.9239 -2.5995 -6.0935
H -4.1393 2.9194 3.7474
H 3.0965 0.5267 0.1665
H -4.4411 -2.1816 -4.0992
H 2.4561 -2.3999 -2.3224
H 2.0522 -3.0272 6.5760
H -1.9108 3.1754 1.7496
H 3.3740 -3.5473 5.5238
H -5.1232 -0.9350 -2.0861
H 0.3503 -3.4036 -4.1103
H -7.7528 -2.6509 3.8930
H -2.6124 -4.1964 4.4937
H 1.2401 -0.6579 -3.4827
H 0.4814 6.9777 4.6955
H 4.3363 -2.8931 -0.9032
H -5.1694 -0.9272 -6.5003
H -1.1653 -5.0761 -4.7490
H 3.9497 6.8922 4.1753
H 1.2570 -1.3954 4.8684
H 2.3100 -1.5030 0.1012
H 4.5182 0.4364 -5.5649
H -2.8994 4.6129 1.3619
H 3.7555 6.5882 2.4216
H 1.9863 -4.4297 2.1449
H 3.0441 -3.2214 -3.6719
H -0.7989 1.7705 0.1746
H 4.1521 3.8281 5.0829
H 1.4367 4.7329 5.3002
H 1.9003 -1.8862 -5.0448
H 1.9595 7.7338 5.1724
H -7.8473 -2.9962 2.2084
H 3.3045 2.7916 -4.3942
H -2.3798 4.2738 3.0209
H -0.7622 -2.8675 -2.8772
H 4.2101 0.3185 1.4968
H -3.4677 -1.0347 6.2013
H -5.7231 -1.2724 4.8126
H 2.9309 3.7912 2.2891
H 3.4410 -1.3648 3.4681
H 5.3094 4.8729 2.4554
H -2.2612 -0.9024 3.9403
H 3.0411 -1.6818 -8.0449
H -5.3911 1.4861 -2.3248
H 4.7781 2.8920 3.7323
*
```

=====

No. 2
Entry from the OMol25 dataset: a structure of composition C58H132BN17O25P5Zn in a non-equilibrium geometry (ωB97M-V/def2-TZVPD).

Results
E: -234345.5450 eV
HOMO-LUMO gap: 0.1204 Eh

```
! RIJCOSX wB97M-V def2-TZVPD def2/J DEFGRID3
* xyz 1 1
Zn -32.6040 31.3259 29.2211
P -27.0729 19.0654 27.0539
P -31.9696 23.1551 23.7514
P -23.7653 29.4388 20.5724
P -25.5560 34.8502 23.2422
P -31.4365 33.0824 32.0106
O -30.7740 30.7768 28.4971
O -32.9254 27.9091 26.3641
O -25.4352 26.2435 28.4813
O -22.5688 24.1381 25.4420
O -32.6484 23.8020 22.5817
O -23.8715 24.7149 23.6146
O -26.0963 18.0884 27.6237
O -27.9636 31.9751 28.2886
O -27.5821 25.4707 26.6892
O -29.7215 29.1232 27.4181
O -27.6031 30.0045 27.1871
O -24.3371 27.8324 29.7712
O -27.9126 27.5332 27.4564
O -28.3723 28.5745 25.3775
O -33.1712 29.5684 27.9592
O -31.8527 32.2133 30.8968
O -29.8970 28.9717 30.6933
O -25.7766 34.7687 21.7772
O -24.2586 27.7583 27.4968
O -31.3953 27.4210 31.5450
O -28.0471 26.7987 24.0189
O -32.1062 29.4484 30.6700
O -23.4314 30.7932 20.1461
O -21.7387 24.6545 23.2962
O -33.5856 27.3041 28.4135
N -24.3398 28.4677 19.2779
N -25.8984 36.4263 23.8182
N -29.7825 33.3772 32.2968
N -32.0089 32.5370 33.5224
N -31.3436 30.4638 21.2094
N -31.1550 24.2476 24.7691
N -28.5577 19.1457 27.8739
N -32.9612 22.3261 24.9033
N -30.8396 21.9626 23.3560
N -23.9536 34.5697 23.6446
N -26.5665 20.7424 27.0552
N -24.9868 29.4355 21.7665
N -26.4689 33.7072 24.2149
N -32.1672 34.5819 31.9805
N -29.6445 24.6887 31.0393
N -27.3827 18.7162 25.4149
N -22.4179 28.6020 21.2224
C -25.3987 30.6757 22.3962
C -32.3767 31.1194 33.6289
C -29.3588 29.4890 21.5933
C -26.0088 21.2825 28.2356
C -31.4370 25.6535 24.6927
C -32.4149 28.8035 25.3839
C -23.0850 29.0713 25.7920
C -29.7508 30.2857 27.9853
C -32.7258 27.0073 31.9504
C -24.6684 27.3110 28.6633
C -23.2234 28.7610 27.2861
C -31.8649 33.2821 34.7819
C -22.4601 27.1827 21.7334
C -25.5611 28.1707 22.3625
C -34.3895 22.0958 24.6967
C -32.5270 21.7658 26.1772
C -26.2779 33.5985 25.6664
C -29.7257 29.1422 20.2719
C -29.9614 23.9416 25.5666
C -31.2055 28.6046 30.9077
C -33.6164 34.6960 31.8487
C -27.7802 26.6776 26.5263
C -26.2493 18.6666 24.4454
C -25.8677 25.3601 29.5508
C -25.6625 28.6180 18.6418
C -29.7528 24.2770 29.7839
C -31.4482 23.4876 30.8958
C -23.3789 28.0472 18.2463
C -27.0118 37.2262 23.2718
C -31.3097 20.5275 23.2250
C -29.6290 22.2405 22.4806
C -25.5670 36.7672 25.2276
C -33.2237 28.4101 27.5903
C -31.5142 35.7583 31.4041
C -34.1605 24.8476 28.8725
C -25.0025 25.1236 24.4150
C -30.3816 30.2810 22.1412
C -33.6148 25.9340 27.9079
C -22.6738 24.4394 24.2270
C -26.9988 21.7566 26.1117
C -28.9135 32.2683 31.9367
C -29.2238 34.2924 33.2849
C -28.0766 27.3674 25.1520
C -28.8796 28.0424 30.8766
C -20.3047 24.6929 23.5831
C -29.5791 20.1061 27.5125
C -27.7072 33.1790 23.6154
C -27.5313 28.7714 30.8988
C -21.4138 29.5466 21.7855
C -30.9894 29.7418 20.1034
C -30.8732 23.4687 29.6284
C -23.3966 33.1771 23.6322
C -28.3502 30.9215 27.8070
C -28.6741 18.7364 29.2541
C -22.9688 35.4890 23.1900
C -19.6941 23.2861 23.7011
C -28.4163 17.6720 25.0425
C -30.7725 24.3351 31.7194
B -28.3922 28.8075 26.8060
H -25.1921 27.2711 21.8698
H -30.0157 22.1679 21.4641
H -25.3320 34.0979 25.8761
H -28.5144 33.5432 24.2510
H -27.8942 18.0853 29.6488
H -26.4157 36.5120 25.8622
H -32.8829 22.3975 26.9911
H -24.0888 29.3258 25.4517
H -30.4275 19.8884 23.1882
H -33.8908 34.2047 30.9152
H -30.5034 30.6561 23.1466
H -25.1236 25.2822 30.3435
H -32.6342 20.6892 26.3100
H -34.0714 23.8909 28.3578
H -32.9203 28.5375 24.4554
H -25.8345 29.5774 18.1538
H -31.4512 21.8680 26.3196
H -25.2213 22.0118 28.0461
H -25.2669 31.5305 21.7328
H -29.4493 20.4633 26.4909
H -31.9784 35.9651 30.4398
H -20.4650 29.0533 21.9966
H -31.1698 22.8552 28.7905
H -25.5693 19.4704 24.7275
H -31.5009 30.5019 33.4295
H -29.9236 35.0425 33.6533
H -32.5120 30.8161 34.6671
H -32.3590 22.9843 31.1848
H -26.7410 28.0472 31.0969
H -28.7097 19.6143 29.8992
H -24.6985 36.2164 25.5887
H -29.9993 24.2395 26.6144
H -32.6165 29.8505 25.6102
H -28.8891 31.4747 32.6835
H -34.6064 21.0556 24.4535
H -26.6110 19.0220 23.4805
H -32.6867 25.6624 27.4049
H -27.7420 32.1015 23.7759
H -22.4019 29.8770 25.5233
H -24.9778 26.2128 24.4460
H -28.8259 25.1883 31.3563
H -28.3598 34.8090 32.8669
H -32.8317 27.4132 32.9564
H -26.8689 25.6956 29.8212
H -26.3719 30.6165 22.8836
H -27.6126 21.4135 25.2788
H -26.1091 22.1469 25.6178
H -28.9448 24.4339 29.0847
H -32.0482 20.4593 22.4262
H -23.4895 29.5979 27.9318
H -32.7806 33.1871 35.3655
H -29.3526 17.9672 25.5161
H -33.5862 27.2710 31.3354
H -26.6317 27.9873 22.2719
H -34.9124 22.1456 25.6518
H -22.9144 27.1780 22.7242
H -31.1675 26.0961 23.7338
H -31.6152 29.7376 19.2232
H -34.1934 34.3039 32.6862
H -29.0287 27.5298 31.8269
H -26.4191 28.7343 19.4177
H -30.8166 24.5455 32.7778
H -24.6263 30.8719 23.1399
H -23.2181 36.5363 23.3606
H -25.9828 24.3895 29.0685
H -25.8984 17.6353 24.4098
H -27.4761 29.5544 31.6551
H -23.2784 28.8634 17.5309
H -23.1561 32.8488 22.6210
H -29.2561 23.2463 22.6743
H -18.6654 23.3602 24.0537
H -26.8984 37.1930 22.1882
H -27.8854 32.5495 31.7088
H -27.8182 33.3846 22.5508
H -25.3734 37.8092 25.4823
H -31.7883 36.6134 32.0220
H -28.9705 27.2554 30.1279
H -25.3029 28.1165 23.4201
H -30.4299 35.6477 31.3906
H -32.5153 25.7597 24.8109
H -29.6395 18.2480 29.3867
H -26.0954 32.5845 26.0221
H -30.9033 26.1326 25.5135
H -35.1565 25.1022 29.2346
H -19.7943 25.2153 22.7740
H -31.6206 34.3212 34.5614
H -32.1760 31.0274 21.3070
H -21.2459 30.3799 21.1032
H -29.5646 22.9311 25.4680
H -28.6407 28.9985 22.2338
H -34.7294 22.7893 23.9276
H -34.3185 25.9877 27.0772
H -20.1589 25.3480 24.4420
H -21.5877 26.5552 21.5510
H -21.8658 30.0081 22.6634
H -30.5600 19.6338 27.4594
H -28.8280 33.8294 34.1888
H -31.0430 32.7585 35.2702
H -28.8560 21.5115 22.7238
H -27.9995 36.8526 23.5419
H -26.8608 21.7513 28.7280
H -22.3178 28.3292 27.7122
H -25.9281 24.8455 23.9110
H -33.3736 24.8675 29.6265
H -22.4394 27.7680 18.7234
H -22.8828 35.4512 22.1040
H -25.8091 27.8028 17.9332
H -20.2029 22.6495 24.4250
H -26.9302 38.2930 23.4799
H -22.7167 28.2590 25.1655
H -28.1497 16.6438 25.2872
H -19.6443 22.7980 22.7278
H -21.9585 35.3624 23.5791
H -27.0786 33.9902 26.2936
H -28.7084 17.8462 24.0069
H -27.3404 29.2883 29.9584
H -29.1765 28.5067 19.5930
H -22.4477 33.1752 24.1685
H -23.2379 26.6976 21.1436
H -31.3382 28.7469 25.2239
H -33.2638 30.8545 33.0536
H -25.0287 24.8120 25.4592
H -31.7525 20.2193 24.1721
H -29.6093 21.0372 28.0784
H -29.1734 24.4943 25.0549
H -27.4326 22.5910 26.6629
H -29.2958 31.8697 30.9969
H -33.7959 35.7622 31.7109
H -23.7850 27.1716 17.7400
H -24.1419 32.5075 24.0614
H -32.8493 25.9295 32.0560
H -25.6131 20.4443 28.8092
*
```

=====

Q: What is the formula in the first record?
A: C58H123F3N5O5S